[1]
Computed, not measured: C18H42AsF15N3O12S3 as an isolated structure in a non-equilibrium geometry, with wB97M-V/def2-TZVPD.

Geometry as XYZ:
```
94
Properties=species:S:1:pos:R:3:forces:R:3:lowdin_charge:R:1
C 10.901798 11.072501 9.501983 0.193 -0.877 0.320 0.001
N 11.753062 9.840281 9.218669 0.678 -0.773 -0.314 -0.307
C 11.278980 8.570747 9.908909 -0.733 0.868 0.485 -0.005
C 11.641630 9.572003 7.732522 -0.985 1.431 0.141 -0.002
C 13.264959 10.121013 9.620705 -1.275 -2.820 0.326 -0.013
C 14.345746 8.941714 9.435265 -1.637 2.836 -2.255 -0.220
O 15.543644 9.657834 9.481986 0.805 0.022 0.411 -0.047
H 9.875307 10.707156 9.331174 0.367 0.744 -0.307 0.106
H 11.270518 11.931168 8.899693 -0.501 -0.829 0.062 0.119
H 10.943927 11.360574 10.549893 0.391 -0.296 0.027 0.064
H 11.374275 8.689507 10.995484 0.225 -0.093 -0.695 0.053
H 11.769934 7.722242 9.465546 0.641 -0.140 0.011 0.065
H 10.200347 8.418690 9.758145 0.282 0.450 -0.177 0.113
H 10.556476 9.683706 7.374157 1.664 -0.276 0.727 0.138
H 12.099469 8.658321 7.417918 0.007 -0.837 0.207 0.046
H 12.255794 10.357168 7.336905 -0.010 0.572 -0.840 0.091
H 13.205496 10.278990 10.680033 -0.032 0.864 0.505 0.116
H 13.600143 10.923055 9.014018 0.202 0.901 -0.258 0.113
H 14.205868 8.633841 8.378396 0.323 -0.571 0.907 0.106
H 14.282130 8.174559 10.160230 -0.238 -0.901 0.500 0.078
H 15.815327 9.792231 10.404340 -0.038 -0.175 -0.169 0.074
C 12.735722 10.145777 15.602308 1.217 -0.115 -1.035 -0.007
N 12.661990 11.493290 16.224404 -0.071 0.070 -0.188 -0.335
C 13.231889 12.495918 15.333220 -0.583 2.621 -1.250 -0.026
C 11.210170 11.857592 16.401592 0.451 0.195 -0.575 0.033
C 13.380268 11.489522 17.549836 0.736 0.261 0.153 -0.064
C 14.916240 11.181914 17.633340 -2.230 2.049 -0.136 -0.185
O 15.706089 12.361262 17.400173 -0.260 -1.214 0.241 -0.058
H 12.457354 10.307758 14.552703 0.343 -0.220 0.319 0.063
H 12.007820 9.467129 16.017092 0.019 -0.086 0.581 0.092
H 13.802103 9.806741 15.692883 -1.334 0.025 -0.206 0.094
H 12.948834 13.512490 15.705646 0.419 -0.826 0.173 0.118
H 12.820193 12.528779 14.300319 -0.011 -0.897 0.771 0.112
H 14.291630 12.469243 15.258891 0.832 -0.461 0.151 0.080
H 11.240291 12.909077 16.695506 -0.455 -0.116 -0.118 0.103
H 10.830262 11.252860 17.202684 -0.414 -0.402 0.174 0.083
H 10.691780 11.672207 15.423729 0.445 0.258 1.122 0.096
H 12.818166 10.770638 18.086252 -0.223 -1.021 0.771 0.083
H 13.193241 12.433213 18.057759 0.037 0.333 -0.281 0.140
H 15.202971 10.410531 17.011736 0.486 -1.490 -1.890 0.070
H 15.029915 10.712227 18.576917 0.331 0.227 1.516 0.113
H 16.417416 12.000099 16.854809 0.128 0.550 -0.107 0.062
C 12.640809 7.405205 12.985033 1.188 2.548 -0.280 0.005
N 13.363994 6.153845 13.238588 -0.951 -1.146 0.614 -0.357
C 12.604007 5.106346 12.518261 -1.073 -0.191 -2.131 0.003
C 14.775867 6.230677 12.849914 0.444 -1.674 -2.260 -0.005
C 13.429962 5.759694 14.691383 0.021 1.394 0.212 -0.120
C 12.158485 5.363307 15.321969 -2.922 -0.825 0.531 -0.216
O 11.007131 6.281225 15.135845 1.663 -1.049 0.906 -0.090
H 12.833764 7.782360 11.948030 0.299 -0.693 0.929 0.099
H 13.066286 8.133044 13.700165 -0.324 -0.071 -0.466 0.109
H 11.573762 7.385749 13.090685 -0.374 -0.609 0.464 0.090
H 12.991110 4.102824 12.696102 0.062 0.139 0.389 0.107
H 12.772781 5.286704 11.398515 -0.586 -0.087 1.457 0.121
H 11.490190 5.182612 12.814638 1.963 -0.126 -0.573 0.143
H 14.851261 6.474086 11.769324 -0.092 -0.251 0.624 0.117
H 15.215425 5.224693 13.043762 -0.249 0.751 -0.362 0.126
H 15.322364 6.954246 13.382495 0.213 0.916 0.878 0.058
H 13.829030 6.637869 15.232353 0.156 -0.449 -0.302 0.151
H 14.105793 4.903742 14.717774 0.060 0.213 0.247 0.139
H 12.406107 5.209320 16.380409 -0.261 0.389 -0.039 0.125
H 11.801976 4.353888 14.991192 0.411 0.689 -0.049 0.125
H 10.652971 6.440594 16.049846 0.533 0.144 -0.707 0.062
As 16.383014 9.886548 13.710299 -0.651 -0.559 0.427 0.683
F 15.601375 8.769843 14.776063 -0.193 -0.414 0.595 -0.250
F 15.992104 8.786769 12.420387 0.110 -0.137 -0.719 -0.251
F 17.037543 10.994327 12.634637 1.069 0.790 -0.934 -0.204
F 16.593605 10.983311 15.043259 0.500 -0.075 0.219 -0.235
F 17.881492 9.054981 13.942901 -0.138 0.453 0.150 -0.229
F 14.850599 10.643944 13.423667 -0.675 0.106 0.010 -0.245
C 8.725024 11.707054 12.635899 0.058 -0.562 0.609 -0.641
F 9.141838 12.832043 13.228053 -0.153 0.245 0.016 0.115
F 7.459694 11.478538 13.063170 0.840 0.067 -0.697 0.119
F 8.748223 11.905007 11.316379 -0.616 0.307 -0.338 0.108
S 9.920674 10.349173 13.059159 -1.610 -1.422 -0.183 0.438
O 9.436318 9.940204 14.338605 0.275 0.356 1.379 -0.285
O 9.766647 9.278677 12.089953 -0.197 0.731 -0.396 -0.325
O 11.176772 11.043658 12.982133 0.918 0.539 -0.136 -0.325
C 15.302262 5.722845 7.485924 -1.051 0.700 1.212 -0.633
F 15.729882 5.584753 6.247727 0.128 0.622 -0.658 0.138
F 15.874940 4.720544 8.162734 -0.507 -0.410 0.423 0.112
F 15.786588 6.855829 8.072876 0.279 -0.162 -0.746 0.076
S 13.374362 5.849708 7.559024 2.307 -2.801 -2.084 0.449
O 13.083560 6.058668 8.938857 -0.419 -0.098 1.919 -0.337
O 13.074308 6.978224 6.733802 -0.188 1.243 -0.720 -0.324
O 13.077863 4.558358 6.956201 -0.459 0.662 0.801 -0.323
C 11.758953 7.196276 20.211676 -2.266 0.262 0.760 -0.621
F 11.911323 8.009001 21.261734 0.340 0.465 -0.265 0.117
F 12.774250 6.363200 20.196853 -0.145 -0.848 0.316 0.138
F 10.539197 6.547132 20.500446 1.953 0.388 -0.691 0.050
S 11.710897 7.966632 18.517138 0.337 -0.716 -1.172 0.525
O 11.036165 6.844373 17.832070 0.297 1.256 0.458 -0.337
O 11.043225 9.262957 18.482986 -0.039 -0.982 0.546 -0.321
O 13.137647 8.058294 18.225501 -0.475 0.142 0.022 -0.329
```
Positions in Å, forces in eV/Å.

Its molar mass is 948.64 g/mol. Its HOMO-LUMO gap is 0.35981 hartree. The calculation puts the HOMO energy at -7.69 eV. As for the net charge: -1.

***

[2]
Computed, not measured: a 10-piece molecular cluster, C18H42BF4N4O5 overall in a non-equilibrium geometry, with wB97M-V/def2-TZVPD.

Geometry as XYZ:
```
74
Properties=species:S:1:pos:R:3:forces:R:3:lowdin_charge:R:1
B 0.162489 -0.515973 0.050135 0.683 -0.916 0.214 -1.132
F -1.241285 -0.270000 -0.117716 1.140 -0.268 -0.121 0.097
F 0.898371 -0.492070 -1.187796 -1.074 -0.053 0.688 0.078
F 0.757991 0.466130 0.873445 -0.602 -0.438 -0.124 0.117
F 0.323500 -1.808800 0.624361 -0.225 0.936 -0.305 0.102
C 3.577377 -0.639002 1.783212 2.619 -1.376 4.345 -0.016
C 4.721519 -1.550960 2.134106 1.808 -0.331 1.383 -0.225
N 5.691157 -2.166104 2.365454 -2.357 1.292 -0.585 0.102
H 2.767594 -1.215832 1.764542 -3.583 -2.550 -0.147 0.023
H 3.320570 0.144747 2.469908 0.734 0.686 0.015 0.097
H 3.825313 -0.492201 0.850345 0.741 2.309 -5.050 0.005
C -1.625379 -2.735489 2.855117 -1.020 -2.857 -1.119 -0.053
C -2.795234 -3.418313 3.756896 2.934 1.465 -1.266 -0.222
N -3.594836 -3.868416 4.452694 0.272 0.105 -0.425 0.077
H -2.136899 -2.099370 2.151922 -0.491 0.094 -0.320 0.011
H -0.915590 -2.054592 3.299234 -0.026 -0.311 1.085 0.045
H -1.010763 -3.515802 2.162688 -1.683 1.566 2.070 0.119
C 1.292255 -4.028966 -1.615335 3.530 -1.173 -2.573 -0.021
C 2.738788 -4.518671 -1.045510 -1.836 1.680 -1.541 -0.194
N 3.812718 -4.665715 -0.636524 -1.241 -0.156 -0.377 0.092
H 1.146492 -2.988001 -1.606143 0.398 1.394 0.747 0.017
H 0.970642 -4.268848 -2.697200 1.547 -0.234 1.415 0.108
H 0.606681 -4.515578 -1.065497 -2.418 -1.416 2.289 0.002
C -3.494943 -2.442942 -0.844750 1.721 4.169 2.965 -0.033
C -4.338051 -1.990173 0.274053 -2.784 0.350 2.301 -0.268
N -5.020747 -1.682254 1.185512 2.175 -0.794 -2.765 0.134
H -3.845022 -3.201646 -1.394168 -1.614 -2.735 -1.926 0.034
H -3.288076 -1.521127 -1.433019 0.166 -0.893 0.113 0.081
H -2.602314 -2.731858 -0.282296 0.417 -0.075 -0.716 0.079
C -1.238474 2.867809 4.314990 -0.670 -5.094 1.610 -0.090
C -0.622499 2.185341 3.079390 -5.534 0.396 0.606 -0.303
O -0.779019 0.752281 3.213169 -0.415 2.142 1.673 -0.055
H -2.378694 2.546216 4.374641 2.343 1.164 -0.028 0.118
H -0.995171 3.867353 4.403855 -0.046 2.244 -0.149 0.025
H -0.701936 2.350421 5.205126 -1.107 0.816 -1.018 0.095
H 0.335552 2.433154 3.006619 4.257 0.932 -0.494 0.044
H -1.219391 2.723168 2.268643 0.876 -1.543 0.060 0.134
H -0.727558 0.441228 2.346347 0.233 -1.057 -2.164 0.002
C 5.392830 -0.887782 -2.725127 1.317 -1.505 0.124 -0.122
C 4.005356 -1.074888 -2.079660 0.701 -1.868 -4.265 -0.360
O 3.382165 0.192873 -1.883655 0.295 -2.288 0.555 -0.071
H 6.059344 -0.550112 -1.925047 0.292 0.246 -0.363 0.054
H 5.407918 -0.163816 -3.573666 -0.307 -0.492 0.760 0.073
H 5.871788 -1.905760 -3.130107 -1.288 2.071 0.943 0.109
H 4.019168 -1.761487 -1.212107 0.132 0.654 -0.073 0.089
H 3.524970 -1.766843 -2.976856 -0.013 1.711 2.174 0.143
H 2.643027 -0.213621 -1.408228 -0.866 1.580 0.052 0.032
C -4.670606 2.822118 0.537174 1.212 2.925 -1.140 -0.105
C -3.792366 1.699488 0.143256 0.385 -0.727 2.474 -0.423
O -2.535992 2.067715 -0.377464 1.307 -1.760 0.420 -0.095
H -5.706547 2.518672 0.827521 0.995 0.391 -0.334 0.089
H -4.577231 3.628163 -0.312446 -0.885 -1.199 1.576 0.105
H -4.056864 3.233356 1.398425 -1.354 0.109 -0.648 0.084
H -4.153037 0.978105 -0.472773 -1.945 -1.785 -2.391 0.059
H -3.858764 1.154525 1.116239 1.460 -0.283 -0.234 0.110
H -2.012788 1.174158 -0.466504 -1.295 2.622 0.312 0.093
C 1.739291 4.728740 1.036253 -2.690 -2.359 -8.776 -0.054
C 2.196924 3.314771 0.503483 -0.038 2.304 3.426 -0.334
O 1.198076 2.876782 -0.261884 -1.345 0.046 -3.332 -0.051
H 2.462141 5.146410 1.469406 6.094 4.015 3.144 -0.027
H 0.981658 4.728349 1.666767 -3.783 -0.719 2.942 -0.002
H 1.292391 5.329938 0.066106 1.518 -1.187 2.341 0.146
H 2.182382 2.708033 1.451832 1.199 0.089 -0.849 0.114
H 3.169298 3.474364 -0.021836 -0.547 -0.739 0.432 0.123
H 0.775467 2.112086 0.070240 -0.325 -1.211 0.577 0.032
C -1.806370 -0.060163 -5.358122 3.676 1.950 2.031 -0.081
C -1.616690 -0.068517 -3.805549 0.651 1.576 0.523 -0.320
O -0.637993 -1.011583 -3.329126 -0.653 0.763 -0.773 -0.099
H -0.723219 0.332706 -5.795094 -2.995 -0.437 0.983 0.136
H -2.649603 0.598105 -5.495407 -0.098 0.069 -0.895 0.059
H -1.829631 -1.015150 -5.744627 -0.914 -2.107 -0.921 0.018
H -2.490428 -0.141756 -3.114578 -0.180 -0.341 -1.168 0.092
H -1.308332 1.013573 -3.607951 0.107 -1.271 0.063 0.124
H -0.254860 -0.590698 -2.549338 0.311 -0.315 -0.058 0.032
```
Positions in Å, forces in eV/Å.

Its molar mass is 481.36 g/mol. Its HOMO-LUMO gap is 0.35922 hartree. The calculation puts the HOMO energy at -7.38 eV. As for the net charge: -1.

***

[3]
Computed, not measured: a 5-piece molecular cluster, C18H42O7 overall in a non-equilibrium geometry, with wB97M-V/def2-TZVPD.

Geometry as XYZ:
```
67
Properties=species:S:1:pos:R:3:forces:R:3:lowdin_charge:R:1
C 8.093032 -0.397330 -0.014477 -0.140 0.358 0.124 -0.147
C 6.581400 -0.727384 0.564439 0.386 0.604 0.102 -0.201
C 5.802841 0.733100 0.784195 1.030 -0.956 -0.129 -0.174
O 4.425114 0.550573 0.281367 -0.775 4.068 -0.404 -0.102
C 3.923249 1.794280 -0.364603 1.867 0.595 -5.719 -0.260
O 4.215969 1.942256 -1.683425 -2.178 -0.750 8.910 0.010
O 3.130140 2.805642 0.389258 1.490 -3.995 -2.147 -0.087
C 1.804600 2.776047 -0.288001 -1.032 1.277 -1.021 -0.171
C 0.553520 3.156353 0.729722 -0.296 -1.678 -1.050 -0.135
C -0.037461 1.692344 1.281805 1.136 1.120 1.202 -0.329
C 1.076073 1.159592 2.384201 0.662 -1.219 -0.331 -0.093
C -1.471149 1.870049 2.039366 -0.531 1.067 -0.240 -0.194
C -2.721189 1.005776 1.438253 -0.136 -0.627 0.011 -0.205
C -2.341475 -0.476434 0.851321 -1.403 -0.942 -3.502 -0.104
C -2.944483 -1.042213 -0.422063 1.487 1.820 2.890 -0.253
C -3.369812 -2.626405 -0.388257 1.131 0.440 -0.020 -0.120
C -3.100646 -0.060743 -1.767348 -0.529 -0.202 1.116 -0.096
H 8.005466 -0.107394 -1.161206 0.260 -0.832 2.414 0.092
H 8.858926 -1.281185 0.168182 -1.722 1.828 -0.573 0.082
H 8.524467 0.563950 0.521604 -0.868 -2.016 -0.946 0.079
H 6.002390 -1.443325 -0.166277 1.032 1.708 1.372 0.123
H 6.623688 -1.272013 1.608860 0.100 1.071 -2.052 0.096
H 5.824438 0.954214 1.934188 -0.284 -0.109 -2.187 0.133
H 6.303354 1.604296 0.175977 -0.783 -1.842 1.218 0.140
H 1.861651 3.584081 -1.160487 -0.141 -1.848 1.803 0.144
H 1.704259 1.710586 -0.763771 -0.333 2.133 0.928 0.136
H -0.285005 3.636415 0.032251 1.868 -0.771 1.608 0.125
H 0.862946 3.854609 1.618118 -0.554 -1.297 -1.874 0.129
H -0.029982 0.988896 0.349295 -0.507 1.153 1.876 0.125
H 0.576070 0.746161 3.380825 1.087 1.093 -2.142 0.071
H 1.924638 1.960452 2.609018 -2.034 -1.625 -0.345 0.087
H 1.655728 0.226960 1.921762 -1.118 1.936 0.980 0.085
H -1.773172 3.019125 1.923696 0.569 -2.391 0.354 0.114
H -1.389584 1.680612 3.209156 0.030 0.248 -2.615 0.116
H -3.382820 1.617153 0.656556 1.683 -1.399 1.485 0.116
H -3.463806 0.813415 2.354470 1.567 0.272 -2.012 0.117
H -1.535317 -1.154767 1.375295 -2.336 1.179 -0.315 0.107
H -3.902455 -2.989626 -1.367302 1.129 0.809 1.851 0.073
H -2.366208 -3.239110 -0.229386 -2.160 1.002 -0.349 0.084
H -4.069057 -2.818386 0.536980 1.405 0.431 -1.968 0.078
H -4.214717 0.234274 -1.988375 2.237 -0.780 0.210 0.055
H -2.527485 0.946116 -1.542747 -1.013 -2.191 -0.506 0.071
H -2.618058 -0.610565 -2.709783 -1.120 1.189 2.173 0.096
C -6.285525 1.030386 -4.772922 -0.029 -0.075 -0.233 -0.159
O -5.596186 0.313611 -3.765347 -0.018 -0.539 0.340 -0.152
H -5.820212 2.011557 -4.892575 0.007 -0.152 0.162 0.083
H -6.224745 0.483263 -5.716898 -0.172 0.312 0.061 0.059
H -7.330515 1.158345 -4.480258 -0.050 0.132 -0.268 0.078
H -6.031122 -0.551926 -3.681805 0.320 0.487 -0.004 0.084
C 0.453806 -2.352931 4.735183 0.220 0.025 -0.001 -0.166
O 0.336093 -1.073707 5.330072 0.246 0.369 0.329 -0.143
H -0.492516 -2.609104 4.253126 0.096 0.131 0.121 0.077
H 1.248876 -2.335445 3.985726 -0.021 -0.233 -0.070 0.070
H 0.680479 -3.094430 5.505137 -0.021 -0.222 -0.156 0.074
H 1.190173 -0.873729 5.749430 -0.487 -0.024 -0.274 0.083
C -7.697149 -0.848383 -8.094529 -0.083 -0.209 -0.004 -0.158
O -8.047891 -0.411292 -6.794493 -0.357 -0.311 0.393 -0.150
H -7.273027 -0.008353 -8.649507 -0.088 -0.083 0.179 0.083
H -6.954808 -1.647134 -8.023430 0.039 -0.016 -0.276 0.077
H -8.589265 -1.210454 -8.611310 0.143 -0.032 -0.240 0.076
H -8.420949 -1.177366 -6.326238 0.160 0.499 -0.221 0.090
C 5.089037 -2.655387 4.407433 0.113 0.058 -0.185 -0.167
O 4.354595 -1.520864 3.985989 -0.015 0.381 -0.335 -0.137
H 4.612729 -3.077260 5.295511 0.018 0.135 -0.150 0.079
H 5.095637 -3.402942 3.610409 0.126 -0.196 0.149 0.077
H 6.111907 -2.358419 4.651519 0.081 -0.253 0.105 0.075
H 4.800502 -1.168483 3.197129 -0.393 -0.115 0.397 0.054
```
Positions in Å, forces in eV/Å.

Its molar mass is 370.53 g/mol. Its HOMO-LUMO gap is 0.29586 hartree. The calculation puts the HOMO energy at -7.51 eV. Its SMILES is CCCOC(=O)OCC[C@@H](C)CCC=C(C)C.CO.CO.CO.CO.

***

> The lowest HOMO belongs to which entry?

C18H42AsF15N3O12S3

***

> Which formula does entry 3 have?

C18H42O7